Entry 1:
Formula: C49H51ClF10N9O16PS
Source: OMol25
Level of theory: wB97M-V/def2-TZVPD

The calculation puts the maximum force at 3.55 eV/Å. Its LUMO energy is -0.951 eV.

ORCA input file:
```
! wB97M-V def2-TZVPD RIJCOSX def2/J DEFGRID3
* xyz 0 1
P -4.4624 0.9455 -0.1565
C -1.9617 3.1763 -6.7308
C 3.7611 -3.8274 7.8588
C 0.1227 2.5821 1.1528
C 5.3813 -4.1802 9.5704
O -0.7095 -3.1469 -1.3594
H -3.0971 -2.3816 5.5597
C 5.8320 -5.3072 8.8955
N -2.0777 4.4632 -2.7241
C 1.4018 -5.6706 2.6036
O 1.3317 3.9778 -2.7106
F 3.7207 -5.7883 2.6520
H -3.9548 -0.9341 5.1644
C -1.5415 -1.3586 2.8956
H -3.1846 4.8851 -7.1667
H 3.7403 -5.2356 6.2373
F 2.9036 -4.7483 0.9577
O -0.6042 4.3200 -8.9812
H -6.4136 -0.0022 3.2648
H 0.5356 -2.1987 6.5786
C 0.0402 -5.2530 1.9006
H 4.7536 4.8381 -4.3272
H -7.0557 -1.8883 -1.9258
C 3.3936 3.3784 -3.5269
C -5.8043 -1.2632 -0.3164
F 2.7705 -6.9244 1.1113
H -6.6983 1.6299 3.9529
O 2.2917 -2.0613 7.9279
C -6.2838 -2.3297 -1.3006
H -2.3736 0.2562 5.8860
F 1.2441 -6.8648 3.1978
C 3.8924 3.2738 -9.7648
C -1.3603 -1.1747 6.6916
C 3.7121 2.0097 -9.2189
C -1.6212 -1.5561 1.3932
O 2.1347 -3.4409 6.2768
N 0.4607 4.6919 -9.4356
H -3.2794 5.6364 -4.8171
C 5.2450 -5.6853 7.6951
N 1.4815 5.0235 1.3447
H -2.4584 0.8124 1.8311
C -2.6635 1.0949 -0.3478
N -0.4802 -1.0343 0.5932
H 6.1234 0.7874 -4.2283
C 2.4620 1.6194 -8.7577
C -5.7067 1.5873 2.0214
H -0.7273 -2.7469 5.4193
O -1.4312 3.7982 -1.9270
C -1.3469 2.8675 -4.4292
H 6.5124 3.1678 -4.7742
H -0.7904 -1.9754 3.3805
C 0.6128 -1.9733 0.5312
O -4.8895 -0.3725 -0.9733
H -2.9415 -2.8583 3.3711
O -2.7082 5.4535 -2.4371
H -2.3244 2.4422 1.2662
H 0.4188 2.1953 -8.4728
H 2.2156 1.7295 -2.7915
F -0.8170 -6.2688 2.1621
H 2.3225 0.6343 -8.3344
H -0.7517 1.5563 -6.0069
N -1.9162 -0.5748 5.5229
H -3.7185 -1.3627 2.9174
H -2.2185 0.2056 -0.7946
C -2.6748 4.3218 -6.3978
H -2.5221 -1.0548 1.0462
C 3.1539 2.0500 -3.2215
C 0.3302 3.3936 0.0613
H 2.9626 5.1379 -10.2697
H -0.8843 -3.1986 7.0894
H -5.0722 0.8711 3.9278
O 2.5635 5.5296 -3.5425
C -1.3042 2.4495 -5.7475
N 2.3536 4.3728 -3.2401
H -5.3364 -1.7818 0.5202
C 0.0362 0.2166 0.7467
C 4.5871 3.7980 -4.0896
H 1.1202 5.2070 -0.7172
C 1.5729 -1.0488 -0.3132
H 4.8664 3.5756 -10.1243
C -2.8926 -1.7738 3.5008
C -2.0559 4.0142 -4.1169
C 2.8256 4.1540 -9.8467
C 1.1331 -0.5630 -1.7458
H 6.6429 -5.8934 9.3070
H -1.3203 -0.3266 3.1606
C -0.0365 -5.0635 0.3551
N 2.6407 -3.0476 7.3150
O 1.5834 -3.6966 -1.2938
C -3.0070 -1.4473 5.0091
H 1.7200 4.5370 3.3332
H 0.4910 2.4093 3.2815
C 5.3496 1.5191 -4.0337
H 3.9586 0.0759 -3.2441
H 5.8407 -3.8869 10.5040
N -0.5745 1.3384 0.9801
F -0.4973 -4.2020 2.5454
C 1.2963 4.2120 2.3886
F -1.3316 -5.2535 0.0451
C 0.6202 2.9986 2.3847
C -2.7275 4.7464 -5.0809
C 4.2007 -4.9429 7.1694
C -0.5277 -2.4052 6.4342
C -2.0438 1.4183 1.0338
O 2.0889 -0.4843 -2.5290
O 0.6586 5.7835 -9.9245
H -0.0355 3.0543 -0.9037
O -1.5672 -0.7316 7.7848
H -2.5141 1.9717 -0.9717
H -6.6926 -0.7313 0.0248
C 4.3393 -3.4304 9.0507
H -5.2084 2.5426 2.1645
O -4.8012 0.6510 1.3848
C -6.0124 1.0039 3.3914
O -5.1404 2.1365 -0.6775
H 5.5993 -6.5613 7.1699
H -0.8310 2.3031 -3.6647
H -1.9172 2.8498 -7.7575
F 1.6305 -4.8013 3.6052
F 1.9885 1.1773 -0.1247
C 4.1418 1.1151 -3.4796
H -6.7400 -3.1128 -0.6968
C 5.5711 2.8577 -4.3407
C 1.5902 3.7518 -9.3747
H 3.9866 -2.5535 9.5729
N 1.4249 0.1263 0.5968
C 2.7089 -5.7735 1.7688
H -6.6210 1.6845 1.4464
C 0.9891 4.6105 0.1718
H -5.4542 -2.7265 -1.8771
O -0.0573 -0.2878 -1.9698
C 1.3911 2.4946 -8.8343
H 4.5487 1.3269 -9.1511
H -1.7736 -2.5903 1.0967
S 0.4098 -3.4435 -0.5209
H 2.5930 -1.4028 -0.3628
Cl 1.5978 -2.1833 2.0451
F 0.6234 -6.0385 -0.2753
*
```

***

Entry 2:
Formula: C49H52BCl2Ge2N3O7Ti
Source: OMol25
Level of theory: wB97M-V/def2-TZVPD

The calculation puts the maximum force at 6.09 eV/Å. Its LUMO energy (spin up / spin down) is 2.270 / 1.896 eV. As for the relative energy (zero: lowest compared OMol25 entry of this formula, charge and spin): 487.29 kJ/mol.

ORCA input file:
```
! wB97M-V def2-TZVPD RIJCOSX def2/J DEFGRID3
* xyz -1 4
H -5.8289 -4.7234 -1.0208
C -0.8106 3.1007 -1.5618
C -5.5339 -4.3715 1.0835
H 2.2113 1.6503 5.4336
C -0.6633 4.4346 0.4048
C -2.9297 -3.6800 0.3804
H -3.5566 -5.3330 -2.2091
C 4.0721 -0.9496 1.0195
O 3.3748 1.6468 -2.6057
O -2.9965 -1.4075 -4.3336
C 1.9043 -4.6136 1.0234
H 4.2815 -0.5418 2.0277
H -4.9548 0.2196 -3.0774
H 3.5905 -1.0901 -6.2593
B 2.3819 1.6921 -1.6688
N -1.4960 -3.5205 0.0229
H 3.9456 5.8491 2.0947
H 1.3726 -2.2644 2.4706
C -3.3853 -3.3381 1.7402
Ge 3.1880 5.1096 -0.2005
H -1.6956 -3.6670 3.1046
C 1.8052 -1.2948 -5.0473
C 2.2687 -2.0428 -0.1612
H 2.2640 5.4465 2.1282
H -0.2048 2.4503 2.0015
H -2.9996 -2.8435 3.7879
C 5.1318 5.0702 -0.8907
H -4.0325 2.0166 0.7033
H 2.4181 -1.0677 3.1292
H -4.2351 1.4971 4.2974
N 0.9328 -2.7056 -0.2181
H 2.5884 -4.6747 0.1516
H 2.7873 6.9991 1.3949
C 2.7639 -3.2065 -2.3061
Cl -3.4248 2.5402 6.2474
H 1.5978 -5.5719 1.4552
H -0.2072 -6.1735 1.8085
C 0.9205 2.1179 3.7709
O -1.4745 -1.7304 -2.6461
H -1.9582 -1.9109 2.5314
C 1.8217 0.0799 -3.1311
C -4.0512 1.1884 5.2986
C -1.8112 0.4294 1.2676
C -2.4375 -2.8455 2.8626
O -1.7517 0.9574 2.3667
C 3.2721 1.7977 3.5888
C -4.6928 -3.6868 2.0161
H -0.3299 2.4359 -2.3185
C -2.1121 3.4098 -1.7231
H -2.6182 -3.8292 -2.3317
C 3.0639 0.6651 -3.5266
H -1.9959 -5.6600 1.4490
H 1.3795 -2.0671 -5.6272
C -5.1636 -4.4179 -0.2579
C 1.1030 -0.7713 -3.9684
H -4.4586 -3.9266 -2.6449
C -3.5813 -4.2697 -2.0916
H 0.0151 2.0224 4.4032
H -6.5552 -4.6124 1.3280
H -2.7202 2.8997 -2.4901
H 4.7350 -1.6276 -2.2563
C -0.6082 -4.2968 0.6215
N -2.3549 -0.2679 -0.9852
O 1.4453 0.6915 -1.9775
C -4.3241 0.4553 -2.3116
C 4.3021 -1.6136 -1.2633
C -3.8623 -4.0432 -0.6321
H 4.0338 1.9690 1.6130
H 2.6870 7.3897 -1.4503
H 1.1074 -0.5714 2.0903
H -3.7671 4.5764 -1.0212
C 4.8860 -1.0317 -0.1329
H -6.5071 1.4868 -0.5863
Ti -0.9092 -1.6294 -0.6118
C -3.2608 -0.3411 -2.0606
C -2.6289 -1.1852 -3.1860
Cl -5.3961 0.4449 6.1347
C -2.6770 4.3549 -0.8821
C 3.0228 5.9239 1.5420
H 5.4044 6.0720 -1.1728
H 2.7705 -4.2068 -1.9188
H 1.7579 -2.9983 -2.8752
C -0.0228 3.5681 -0.5197
H 2.3591 -3.9548 1.7210
H 4.6524 0.7357 -4.9635
H -0.9027 -6.3446 0.1073
C -1.9557 4.8383 0.1671
C 0.7986 2.3774 2.3921
H -3.1842 0.4588 5.1908
H 5.2694 4.4739 -1.7875
C 3.7148 0.2971 -4.6470
H 3.5917 -3.1410 -3.0427
H 5.8224 4.6087 -0.1128
C 0.7197 -3.8436 0.4813
C 2.4238 6.3473 -1.4931
H 2.5548 5.9505 -2.5286
Ge 1.8665 3.0818 -0.2827
C -3.7468 1.3464 -0.0515
H 0.0899 -1.2262 -3.6845
C -4.7247 1.2199 -1.2371
O -0.9431 -0.5525 0.9676
H 4.1903 1.5421 4.0995
C 1.9248 2.3785 1.5853
H -5.1577 -3.5375 2.9872
H -0.2737 4.7618 1.3805
C 2.7592 -1.3745 0.9874
H -2.3627 5.4900 0.9389
H 5.9154 -0.6769 -0.3377
C 3.0637 -2.2026 -1.2169
C 1.9136 -1.3353 2.2065
C -0.9505 -5.7482 1.0822
C 3.0347 -0.6912 -5.4060
H 1.3204 6.2855 -1.4960
C 2.1596 1.9285 4.3658
O -5.9599 1.9240 -1.2397
C 3.1331 2.0011 2.2082
C -2.7393 0.5453 0.0249
*
```

***

Entry 3:
Formula: C49H52Cl8NO26
Source: OMol25
Level of theory: wB97M-V/def2-TZVPD

The calculation puts the maximum force at 4.85 eV/Å. Its LUMO energy is -5.324 eV.

ORCA input file:
```
! wB97M-V def2-TZVPD RIJCOSX def2/J DEFGRID3
* xyz 1 1
C -18.0352 4.7874 12.9842
H -18.4113 4.4438 15.1408
C -14.6303 10.1401 11.2211
H -19.3889 9.1340 12.6173
C -24.4965 10.7169 13.2726
H -20.8553 8.5391 12.1714
O -19.6028 9.9134 5.9677
N -18.3245 6.2993 12.8877
H -20.3956 2.3251 16.3099
O -20.9979 6.1667 8.3667
H -14.2833 12.4323 11.3816
C -20.3243 12.3088 11.2897
Cl -25.0707 7.6327 8.3911
O -18.3817 11.0994 10.9528
H -24.8512 5.1912 14.0522
H -26.5775 10.7702 13.5815
O -13.3564 6.7057 11.3469
O -16.7119 0.9431 15.3622
C -15.2204 6.3033 18.0388
H -17.5912 7.9164 10.9170
C -15.8963 -0.8556 14.0541
C -15.6595 7.3818 18.9431
H -16.8931 8.6868 20.2229
H -21.0251 10.2628 4.3233
O -17.6546 -3.1249 11.9160
H -17.1840 3.3886 14.4216
Cl -22.9462 9.0205 9.8311
C -20.4490 6.0125 11.5669
O -11.0198 8.1281 11.9400
H -12.1765 6.4484 14.1733
H -25.1106 9.8688 9.1724
O -22.1481 10.2828 12.9936
C -25.6403 9.3366 14.9947
H -19.1084 2.5797 17.0883
C -12.9574 5.9328 14.7263
C -19.2772 4.0721 12.5022
O -24.5274 11.6040 12.2664
C -17.5885 4.3994 14.4265
H -23.5515 7.8950 4.9922
C -18.5398 7.4174 10.6997
C -18.4973 -1.3121 13.1642
C -18.0754 13.4769 11.1741
O -16.8756 13.4247 11.0840
H -20.8734 11.3784 11.2607
H -16.8512 5.1262 14.7651
O -18.0141 4.0688 17.7951
C -20.1710 14.7367 11.5712
O -14.9568 8.2587 19.3767
O -23.4143 6.1731 6.8147
H -21.1034 5.9620 12.4396
C -18.8351 14.7066 11.4360
H -20.3571 6.8243 17.5518
H -18.2410 6.6140 10.0275
H -16.8257 3.3751 12.0228
H -15.5881 -3.4351 12.3305
C -17.2959 5.0048 18.0776
H -11.2398 10.6444 11.9762
C -21.1601 6.3076 17.0356
H -19.5061 -1.6032 12.9046
H -25.1711 8.6310 10.4561
O -19.3829 0.4302 14.3783
H -20.3162 7.8987 13.6514
H -19.3399 8.0099 7.6040
C -12.1895 10.1523 11.8114
H -14.2233 6.4528 17.6466
C -23.1922 10.0869 13.5810
H -19.0800 3.0021 12.5769
H -17.4157 11.2309 11.0225
C -19.9442 8.1994 12.6733
O -19.4369 2.2909 16.2286
O -26.6865 9.2250 15.5928
O -15.6464 10.7850 11.0630
C -21.2581 7.1319 7.4774
O -21.8299 9.7177 4.2974
H -20.8715 3.9608 11.0701
C -13.3093 10.8364 11.5573
H -15.3609 8.1223 10.7963
C -17.1102 7.2083 19.2291
C -25.6321 10.3445 13.8838
C -16.9042 4.4672 11.9775
H -21.0451 6.4542 10.7712
Cl -21.1506 4.6255 17.4823
H -15.8707 4.6849 12.2571
H -12.5756 5.6489 15.7029
C -17.4513 -2.2250 12.7026
H -21.4842 5.3492 8.1925
H -18.3175 15.6532 11.5160
Cl -14.3144 7.0412 14.9572
C -22.6746 8.0267 5.6087
H -18.8739 6.1750 19.1329
H -25.1846 7.6929 16.7317
C -18.3016 -0.2978 14.0111
Cl -23.1981 6.3471 12.7309
Cl -20.7187 6.4561 15.2709
C -15.8715 5.2074 17.6746
H -14.8608 -0.6774 14.3108
H -24.5346 4.4385 12.4717
O -22.2634 13.5486 11.6420
C -12.0598 8.7063 11.7251
O -17.6954 8.2247 19.9145
H -12.4252 6.4415 11.4396
O -17.6617 7.0825 13.5931
O -15.1430 -2.6938 12.7756
O -24.3110 7.8878 16.3682
C -16.1138 -1.8910 13.2245
C -19.9944 4.5782 11.2551
H -19.2701 4.4761 10.4449
H -23.6511 11.6855 11.8464
Cl -22.9045 3.7176 14.0349
Cl -13.6285 4.6104 13.7510
C -24.6847 8.9386 9.5346
O -13.3559 12.1750 11.5240
C -23.2025 9.0921 14.6784
C -17.8349 6.1485 18.8348
C -19.0034 12.2775 11.1230
H -22.1059 6.8285 17.1531
C -21.0493 13.5332 11.5606
C -22.5642 7.0220 6.7004
C -20.5180 9.1652 6.2141
H -19.1261 1.1402 15.0066
C -14.5180 8.7001 11.1479
C -13.3639 8.0489 11.3719
H -17.0506 4.6151 10.9086
C -21.7466 8.9494 5.4093
H -22.2891 8.6161 15.0049
H -19.0589 8.2390 10.2068
C -20.3549 8.0989 7.2403
C -24.0825 4.8955 13.3460
H -15.8104 3.5292 16.8317
H -20.0042 4.2282 13.3096
H -21.6779 15.6813 12.2259
C -24.3086 8.7557 15.3475
C -16.9652 0.1095 14.5153
C -19.2922 6.9778 11.9545
O -15.3759 4.3917 16.7312
O -20.8735 15.8754 11.7242
*
```

***

Entry 4:
Formula: C49H52NO3PRbSTe
Source: OMol25
Level of theory: wB97M-V/def2-TZVPD

The calculation puts the maximum force at 0.71 eV/Å. Its LUMO energy is 1.852 eV. As for the relative energy (zero: lowest compared OMol25 entry of this formula, charge and spin): 12.03 kJ/mol.

ORCA input file:
```
! wB97M-V def2-TZVPD RIJCOSX def2/J DEFGRID3
* xyz -1 1
C 1.3593 2.5705 4.2567
H -0.3938 -0.9547 4.2276
H 4.6409 -4.6568 3.1082
C -3.0436 -1.6344 1.1879
H 1.8071 1.7166 8.0216
H 1.8948 -1.3724 -1.8530
H 1.4675 -6.6980 -1.6809
C 7.0576 -5.1167 0.7737
H -3.2436 5.1990 0.7175
H 0.5959 -4.5179 2.6659
S 2.0475 -0.0351 3.4754
H -2.0044 -1.0900 4.9947
C 5.3746 -3.5868 -0.0178
H -2.1650 -1.8510 -5.5660
H 6.7517 -5.8941 2.7533
C 0.8680 -1.7165 -1.9779
C 2.1300 2.7397 -4.1995
C 2.0073 -5.1031 -0.3530
C -3.0787 5.3325 -2.6817
H 1.1602 4.0161 7.3695
O 0.4236 -2.1385 -0.7062
H -2.7818 2.9931 1.5771
C 1.2724 -6.2201 -0.7276
N 1.1741 2.8565 2.9317
H -1.3677 -2.3505 2.3569
H 3.1738 2.8937 -3.9444
H -3.5261 -2.5858 0.9436
H -3.8157 -0.8753 1.3397
H -3.7200 6.7087 -1.1392
C 4.6724 -3.7216 1.1764
C 1.7575 1.2324 4.6333
H 1.9344 3.1268 -1.3149
C 1.7084 2.9461 -5.4991
H 7.9848 -5.6553 0.6177
H -1.5385 2.1409 -5.1034
C -3.0472 4.8811 -0.3030
Rb -0.1583 0.6070 1.1288
H -0.7847 -3.4357 0.2456
H 2.2158 -0.0047 6.2869
C -3.8040 0.3810 -2.8313
H -0.6845 -3.6999 -1.5039
H 0.4904 6.1331 3.1428
P -1.3127 1.6535 -2.1665
C 1.7709 -4.4798 0.8700
H -3.9004 1.3096 -0.8638
C 1.9076 0.9913 5.9921
C 0.3729 2.7343 -5.8187
H 0.7287 5.6511 5.5660
H -0.7273 -6.4931 1.9921
H -0.8412 -0.1725 -4.3841
C -0.1047 2.1262 -3.5044
H 2.7699 -4.7126 -1.0184
H 0.8496 -2.5477 -2.6935
C 1.3287 3.2460 6.6250
C 6.3659 -5.2497 1.9724
H 2.8155 1.7046 -1.8639
C 6.5612 -4.2845 -0.2199
H -3.2976 5.9983 -3.5066
H -2.2814 3.8206 -3.9201
C -4.5068 1.1775 -1.7623
C -1.3949 -0.5212 4.2815
C -0.7508 -2.9306 -0.7226
H 4.9936 -2.9347 -0.7946
H 0.4007 3.4763 0.5654
H -0.2955 -7.5902 -0.1868
H 7.0969 -4.1761 -1.1553
H 1.2005 1.5400 -1.1755
H 0.0184 2.8829 -6.8323
C 0.7239 5.1367 3.4995
C -1.8906 -0.2745 -4.1364
H -4.7479 2.1826 -2.1156
O -2.2280 -1.1933 0.1168
C -2.6352 -1.2313 -4.8109
C -2.1950 3.2047 -1.8635
C 0.7161 4.3670 1.0960
C -2.2957 -1.7773 2.4963
H -4.5816 -2.1272 -5.0179
C 0.8594 4.8711 4.8235
C -3.9789 -1.3862 -4.5050
H -5.5904 -0.7047 -3.2756
H -2.8595 -2.7895 -1.0606
H -1.9101 -1.5292 -1.8459
C 0.7811 -4.9907 1.7078
H -5.4353 0.6775 -1.4787
H 2.4140 3.2629 -6.2586
C -2.5044 4.0982 -2.8978
O -2.0210 -0.4889 3.0005
H -0.0362 5.1372 0.9207
C -0.5073 2.3277 -4.8320
C 0.2806 -6.7218 0.1098
C 1.6855 1.9747 6.9747
C 0.0361 -6.1047 1.3282
C 1.8257 2.1594 -1.8091
H -2.1860 1.6471 0.4754
C 5.1801 -4.5536 2.1744
C -2.5377 3.5374 -0.4893
H 0.2633 -0.8928 -2.3713
C 0.8749 4.0792 2.5648
C -4.5409 -0.5830 -3.5244
C -2.0015 -2.1179 -0.9364
C 1.2476 2.3332 -3.1925
H 1.6674 4.7151 0.6811
H -1.3059 0.5082 4.6222
C -3.3151 5.7214 -1.3425
C 1.1815 3.5622 5.2546
C -2.4441 0.5528 -3.1501
H -2.9401 -2.3222 3.1986
C -2.4439 2.6845 0.5950
Te 2.8147 -2.7314 1.4694
*
```

***

Which E belongs to each record? In order, -157618.5446 -232332.3550 -206547.1372 -87362.4703 eV.